# 1
Below is a molecular structure, C37H35BMnN14O, with properties calculated with ωB97M-V/def2-TZVPD.

Each line ends with the natural charge from an NBO analysis.
Cartesian coordinates (Å):
Mn  -0.118  0.125  0.272  1.366
C  -1.516  -3.680  3.128  -0.349
C  -0.428  -3.527  2.248  -0.051
N  0.176  -2.367  2.421  -0.267
N  -0.483  -1.753  3.429  -0.376
C  -1.509  -2.521  3.862  -0.048
B  -0.157  -0.308  3.778  0.912
N  -1.216  0.607  2.989  -0.194
C  -1.808  1.818  3.552  -0.061
C  -2.153  2.865  2.813  -0.138
C  -2.029  3.085  1.320  -0.476
N  -1.408  0.344  1.793  -0.449
N  1.202  0.135  3.231  -0.343
C  2.364  0.155  3.903  0.016
C  3.338  0.676  3.082  -0.345
C  2.657  0.968  1.898  -0.003
N  1.375  0.646  1.986  -0.366
N  -0.188  -0.132  5.294  -0.383
C  -0.106  -1.075  6.262  -0.031
C  0.061  -0.438  7.466  -0.362
C  0.081  0.927  7.128  -0.049
N  -0.056  1.106  5.829  -0.288
H  -2.187  -4.513  3.223  0.224
H  -0.072  -4.203  1.489  0.204
H  -2.168  -2.183  4.643  0.219
H  -1.858  1.834  4.631  0.240
H  -2.540  3.698  3.389  0.210
H  -2.543  4.017  1.073  0.223
H  2.412  -0.194  4.918  0.224
H  4.376  0.827  3.309  0.227
H  3.031  1.395  0.982  0.212
H  -0.136  -2.124  6.027  0.229
H  0.157  -0.890  8.436  0.227
H  0.194  1.782  7.774  0.205
C  3.761  4.190  -4.286  -0.623
C  3.203  3.103  -3.410  -0.050
C  3.407  1.753  -3.697  -0.198
C  2.849  0.765  -2.917  -0.227
C  2.075  1.037  -1.773  0.161
N  1.538  0.018  -1.016  -0.814
C  2.370  -1.065  -0.782  0.251
C  3.738  -0.925  -0.498  -0.249
C  4.532  -1.992  -0.134  -0.188
C  4.007  -3.278  -0.006  -0.042
C  4.845  -4.426  0.480  -0.622
C  2.667  -3.442  -0.307  -0.203
C  1.877  -2.372  -0.715  0.049
N  0.554  -2.693  -1.151  -0.146
C  0.233  -3.742  -1.934  -0.022
C  -1.125  -3.711  -2.133  -0.333
C  -1.547  -2.576  -1.431  -0.021
N  -0.534  -1.969  -0.831  -0.326
C  1.882  2.400  -1.497  0.131
C  2.421  3.396  -2.308  -0.217
N  1.135  2.860  -0.362  -0.183
C  1.410  3.950  0.379  0.001
C  0.315  4.217  1.160  -0.332
C  -0.615  3.218  0.823  0.183
N  -0.105  2.394  -0.092  -0.331
H  4.735  3.910  -4.688  0.214
H  3.885  5.121  -3.733  0.211
H  3.106  4.398  -5.134  0.215
H  3.996  1.473  -4.562  0.207
H  3.009  -0.275  -3.172  0.218
H  4.177  0.062  -0.571  0.215
H  5.579  -1.819  0.084  0.206
H  5.891  -4.296  0.205  0.213
H  4.504  -5.373  0.059  0.210
H  4.801  -4.517  1.567  0.218
H  2.212  -4.421  -0.225  0.209
H  0.999  -4.396  -2.307  0.228
H  -1.716  -4.388  -2.720  0.230
H  -2.540  -2.177  -1.354  0.206
H  2.203  4.430  -2.069  0.208
H  2.360  4.446  0.292  0.228
H  0.203  5.010  1.875  0.233
H  -2.511  2.283  0.768  0.250
O  -2.066  0.530  -1.122  -0.565
N  -3.294  0.418  -0.760  0.090
C  -4.227  1.189  -1.370  0.003
C  -5.550  1.121  -1.002  -0.222
C  -5.946  0.259  0.012  -0.203
C  -4.979  -0.517  0.624  -0.203
C  -3.658  -0.428  0.230  -0.005
H  -3.821  1.828  -2.138  0.240
H  -6.259  1.752  -1.518  0.232
H  -6.980  0.197  0.314  0.227
H  -5.223  -1.207  1.418  0.235
H  -2.853  -1.000  0.664  0.245

Output
Spin multiplicity: 6
HOMO-LUMO gap (spin up / spin down), eV: 6.67 / 6.48
Expectation value of S²: 8.7629
HOMO level (spin up / spin down), Eh: -0.2375 / -0.2414


# 2
Below is a molecular structure, C17H14BeClNO3S, with properties calculated with ωB97M-V/def2-TZVPD.

Each line ends with the natural charge from an NBO analysis.
Cartesian coordinates (Å):
C  -2.397  -0.960  -0.066  -0.621
C  -1.748  -1.142  -1.345  -0.301
C  -1.540  0.122  -1.928  -0.264
H  -1.505  -2.105  -1.798  0.198
C  -1.990  1.116  -1.022  -0.307
C  -2.505  0.477  0.138  -0.409
H  -3.064  0.974  0.932  0.196
H  -2.978  -1.728  0.455  0.221
H  -1.119  0.316  -2.917  0.204
H  -1.969  2.192  -1.202  0.193
Be  -0.940  -0.586  1.229  1.588
Cl  -0.250  -2.236  1.800  -0.785
C  2.615  0.193  0.191  -0.368
C  2.201  1.428  -0.383  -0.358
C  1.801  1.176  -1.730  -0.376
H  2.189  2.381  0.135  0.181
C  1.930  -0.224  -1.972  -0.379
C  2.442  -0.833  -0.786  -0.375
H  2.649  -1.888  -0.625  0.172
H  2.974  0.059  1.205  0.189
H  1.453  1.922  -2.440  0.164
H  1.677  -0.736  -2.899  0.164
O  2.382  2.856  4.819  -0.946
S  2.156  1.543  4.292  2.283
O  3.232  0.576  4.352  -0.924
N  1.517  1.586  2.741  -0.745
C  0.341  1.013  2.629  0.608
O  -0.265  0.772  1.496  -0.869
C  -0.241  0.592  3.918  -0.035
C  -1.477  -0.033  4.186  -0.200
C  -1.763  -0.411  5.497  -0.203
C  -0.853  -0.167  6.533  -0.225
C  0.382  0.446  6.253  -0.197
C  0.656  0.832  4.941  -0.312
H  -2.199  -0.218  3.390  0.224
H  -2.707  -0.908  5.726  0.203
H  -1.102  -0.459  7.558  0.200
H  1.127  0.614  7.025  0.216

Output
Total charge: -2
HOMO-LUMO gap, eV: 3.91
HOMO level, Eh: 0.0201


# 3
Below is a molecular structure, C25H21N4O4SbV, with properties calculated with ωB97M-V/def2-TZVPD.

Each line ends with the natural charge from an NBO analysis.
Cartesian coordinates (Å):
V  0.241  -0.005  -0.131  1.261
C  -2.251  2.143  -1.122  -0.644
C  -1.953  2.355  0.330  0.271
C  -2.465  3.486  0.965  -0.231
C  -2.275  3.656  2.317  -0.145
C  -1.622  2.654  3.020  -0.271
C  -1.126  1.561  2.328  -0.072
N  -1.245  1.434  0.996  -0.513
Sb  -0.343  -0.032  3.523  1.052
C  1.650  -0.025  2.752  -0.074
C  2.688  -0.042  3.668  -0.273
C  3.992  -0.034  3.200  -0.142
C  4.199  -0.008  1.839  -0.236
C  3.114  0.009  0.962  0.271
C  3.363  0.036  -0.511  -0.655
N  1.847  -0.001  1.423  -0.544
C  -1.132  -1.606  2.305  -0.067
C  -1.667  -2.684  2.991  -0.281
C  -2.331  -3.674  2.280  -0.143
C  -2.487  -3.505  0.924  -0.231
C  -1.933  -2.391  0.293  0.268
C  -2.197  -2.186  -1.166  -0.643
N  -1.216  -1.483  0.969  -0.506
H  -1.790  2.920  -1.731  0.260
H  -1.896  1.170  -1.457  0.225
H  -3.330  2.189  -1.281  0.228
H  -3.009  4.215  0.380  0.224
H  -2.654  4.534  2.824  0.222
H  -1.504  2.716  4.094  0.221
H  2.477  -0.061  4.729  0.223
H  4.829  -0.047  3.887  0.222
H  5.200  0.000  1.431  0.223
H  4.431  0.058  -0.716  0.218
H  2.895  0.920  -0.946  0.261
H  2.927  -0.850  -0.973  0.261
H  -1.573  -2.742  4.068  0.222
H  -2.744  -4.538  2.783  0.222
H  -3.039  -4.221  0.331  0.223
H  -1.686  -2.943  -1.762  0.260
H  -3.268  -2.278  -1.357  0.227
H  -1.872  -1.200  -1.490  0.226
O  0.833  -3.437  -2.387  -0.650
C  0.756  -2.300  -1.948  0.750
O  0.879  -1.912  -0.726  -0.806
C  0.542  -1.129  -2.897  0.098
C  0.727  -1.158  -4.266  -0.212
C  0.749  0.050  -4.954  -0.162
C  0.678  1.244  -4.246  -0.212
C  0.496  1.184  -2.877  0.098
N  0.328  0.018  -2.249  -0.533
C  0.668  2.345  -1.906  0.750
O  0.697  3.493  -2.323  -0.651
O  0.825  1.936  -0.696  -0.805
H  0.887  -2.110  -4.753  0.246
H  0.889  0.062  -6.027  0.220
H  0.800  2.210  -4.716  0.246

Output
Spin multiplicity: 4
HOMO-LUMO gap (spin up / spin down), eV: 6.58 / 8.95
Expectation value of S²: 3.7617
HOMO level (spin up / spin down), Eh: -0.2416 / -0.3290


# 4
Below is 17 unconnected molecules or ions with the total composition C8H30B2O31, with properties calculated with ωB97M-V/def2-TZVPD.

Each line ends with the Mulliken charge.
Cartesian coordinates (Å):
O  -2.202  -1.921  1.220  -0.637
C  -1.692  -2.730  0.499  0.748
O  -2.227  -3.348  -0.533  -0.652
B  -1.274  -4.323  -1.121  1.295
O  -0.031  -4.140  -0.322  -0.479
C  -0.271  -3.302  0.659  0.463
O  0.567  -2.847  1.396  -0.585
O  -1.076  -4.087  -2.558  -0.392
C  -1.596  -5.101  -3.236  0.590
O  -1.791  -5.144  -4.417  -0.628
C  -2.019  -6.184  -2.214  0.556
O  -1.780  -5.694  -1.005  -0.678
O  -2.481  -7.259  -2.465  -0.621
O  -0.233  -0.514  -3.055  -0.806
C  0.077  -0.012  -2.018  0.288
O  -0.062  -0.530  -0.810  0.300
B  0.289  0.471  0.194  0.800
O  0.883  1.592  -0.555  -0.670
C  0.732  1.381  -1.853  0.326
O  0.969  2.162  -2.728  -0.468
O  -0.913  1.018  0.901  -0.458
C  -0.781  0.898  2.195  0.080
O  -1.574  1.190  3.047  -0.654
C  0.546  0.172  2.453  0.598
O  1.139  -0.042  1.286  0.394
O  0.960  -0.152  3.529  -0.694
O  0.400  5.112  -2.560  -0.658
H  -0.412  5.165  -2.050  0.297
H  0.926  4.428  -2.124  0.389
O  -1.318  -0.562  -5.795  -0.629
H  -0.962  -0.776  -4.922  0.422
H  -1.763  -1.369  -6.067  0.317
O  -1.420  3.257  -4.783  -0.584
H  -1.643  3.051  -5.695  0.285
H  -0.486  3.037  -4.700  0.299
O  3.389  -1.852  2.210  -0.702
H  3.503  -0.908  2.348  0.366
H  2.434  -1.988  2.239  0.324
O  -1.997  0.466  5.898  -0.613
H  -2.801  0.918  5.622  0.309
H  -2.266  -0.109  6.621  0.252
O  -3.300  -0.916  -3.232  -0.629
H  -3.788  -1.153  -2.437  0.321
H  -2.378  -0.936  -2.947  0.283
O  3.197  4.237  -1.793  -0.667
H  3.331  4.105  -2.740  0.357
H  3.284  3.352  -1.407  0.338
O  3.600  2.964  -4.317  -0.706
H  3.992  2.193  -4.737  0.302
H  2.816  2.616  -3.864  0.349
O  0.841  -2.704  4.592  -0.714
H  0.873  -1.768  4.331  0.413
H  0.837  -3.178  3.754  0.348
O  3.164  -0.788  -0.771  -0.679
H  3.956  -0.639  -0.245  0.340
H  2.494  -1.036  -0.123  0.282
O  3.770  2.147  0.171  -0.779
H  3.081  1.485  0.014  0.417
H  3.784  2.271  1.124  0.286
O  -4.418  0.796  3.006  -0.699
H  -4.472  0.450  2.109  0.324
H  -3.472  0.766  3.209  0.379
O  3.184  1.760  5.797  -0.642
H  2.245  1.735  5.563  0.396
H  3.176  1.822  6.755  0.278
O  -3.473  1.518  -0.911  -0.613
H  -3.254  2.026  -1.699  0.300
H  -2.674  1.531  -0.372  0.350
O  0.191  2.175  5.734  -0.720
H  0.243  2.140  4.774  0.258
H  -0.576  1.607  5.930  0.436

Output
Total charge: -2
HOMO-LUMO gap, eV: 9.61
HOMO level, Eh: -0.2131


# 5
Below is a molecular structure, Cl7O28Pb, with properties calculated with ωB97M-V/def2-TZVPD.

Each line ends with the natural charge from an NBO analysis.
Cartesian coordinates (Å):
Pb  0.600  -0.389  -0.256  1.663
Cl  5.478  -4.112  1.520  2.537
O  5.389  -4.874  2.747  -0.877
O  6.724  -4.021  0.917  -0.825
O  4.442  -4.642  0.665  -0.913
O  4.753  -2.844  1.789  -0.916
Cl  0.166  6.482  0.666  2.467
O  -0.614  6.283  -0.573  -0.946
O  0.653  5.078  0.752  -0.803
O  0.909  7.542  0.237  -0.829
O  -0.855  6.910  1.690  -0.830
Cl  5.926  0.595  -4.866  2.538
O  5.760  0.480  -6.312  -0.892
O  4.784  0.241  -4.006  -0.848
O  7.127  -0.242  -4.577  -0.907
O  6.300  1.896  -4.669  -0.890
Cl  -0.457  1.317  6.055  2.684
O  -1.513  2.275  5.993  -0.909
O  -0.872  0.487  7.089  -0.938
O  -0.217  0.667  4.930  -0.892
O  0.780  1.923  6.410  -0.944
Cl  -2.841  -0.085  -5.548  2.479
O  -1.933  -1.120  -5.921  -0.863
O  -3.987  -0.598  -4.847  -0.869
O  -2.053  0.853  -4.665  -0.861
O  -3.546  0.503  -6.738  -0.884
Cl  -2.513  -5.198  0.738  2.594
O  -3.730  -5.656  0.339  -0.868
O  -1.401  -6.060  0.721  -0.862
O  -2.323  -4.092  -0.189  -0.904
O  -2.653  -4.705  2.104  -0.891
Cl  -5.593  1.016  1.660  2.540
O  -4.257  1.105  1.067  -0.794
O  -6.364  2.018  1.060  -0.882
O  -6.138  -0.046  0.941  -0.855
O  -5.932  1.013  3.078  -0.808

Output
Total charge: -5
HOMO-LUMO gap, eV: 2.16
HOMO level, Eh: 0.0164


The evaluated strongest force on any atom for the records listed, in turn: 1.5, 2.8, 0.4, 1.8, 11.4 eV Å⁻¹.